Below is a 8-piece molecular cluster, BrH14O7 overall, with properties calculated with the ωB97M-V functional and the def2-TZVPD basis.

Geometry as XYZ:
```
22
Properties=species:S:1:pos:R:3:forces:R:3:lowdin_charge:R:1
Br 0.017555 0.172192 0.479353 0.05 0.02 0.01 -0.961
O -2.936485 -3.200408 -3.345347 -0.11 -0.29 -0.01 -0.059
H -2.501025 -2.511728 -2.843017 0.16 0.23 0.25 0.034
H -3.071655 -2.816548 -4.211727 -0.02 0.08 -0.19 0.024
O -3.773155 3.851362 -1.485247 -0.31 0.09 -0.03 -0.060
H -3.033265 3.381122 -1.100977 0.24 -0.26 0.19 0.034
H -3.376285 4.438662 -2.128527 0.10 0.12 -0.13 0.022
O 2.759155 -3.256728 -2.805617 0.06 -0.30 -0.15 -0.061
H 3.368075 -2.656498 -3.235917 0.11 0.15 -0.09 0.023
H 2.386185 -2.745998 -2.087097 -0.22 0.19 0.28 0.032
O -0.284455 0.148552 5.869373 -0.10 -0.02 0.36 -0.061
H -0.533635 -0.003568 4.957783 -0.08 -0.08 -0.38 0.032
H 0.525575 0.655672 5.815323 0.18 0.08 -0.06 0.022
O -1.245645 -5.348598 0.370033 -0.05 -0.32 0.14 -0.060
H -0.964185 -4.489508 0.684623 0.08 0.32 0.10 0.032
H -1.327765 -5.242058 -0.577667 -0.04 0.06 -0.25 0.024
O 4.353145 2.699522 -1.856337 0.19 0.21 -0.22 -0.062
H 3.513155 2.482782 -1.451787 -0.36 -0.09 0.15 0.033
H 4.971155 2.075882 -1.475067 0.10 -0.15 0.10 0.024
O 0.303535 4.478112 3.337533 -0.03 0.34 0.07 -0.060
H -0.035365 3.638172 3.027883 -0.10 -0.33 -0.26 0.029
H 0.885375 4.249602 4.062433 0.13 -0.05 0.13 0.020
```
Positions in Å, forces in eV/Å.

Properties
* lowest unoccupied orbital energy: 2.86 eV
* HOMO level: -4.452 eV
* net charge: -1
* orbital gap: 7.314 eV